The following is a quantum chemistry calculation of a structure of composition C47H40BrN5O2P2Zr at a distorted geometry, from OMol25.

Results
Spin multiplicity: 1
Molar mass, g mol⁻¹: 939.95
Electronic energy, eV: -150824.72423
HOMO level, Ha: -0.47044
Net charge: +2
HOMO-LUMO gap, Eh: 0.2244

The geometry in XYZ format:
```
98
Properties=species:S:1:pos:R:3:forces:R:3:lowdin_charge:R:1
Zr 0.164001 0.341161 0.274188 1.34 1.39 -1.31 1.5543
C 0.535750 2.472073 -1.060751 -0.20 0.06 0.03 -0.1904
C 1.475030 2.474805 0.007289 -0.25 0.53 0.27 -0.1786
C 0.759035 2.618843 1.208751 0.08 0.35 -0.27 -0.1415
C -0.622769 2.644321 0.905503 0.01 0.21 -0.17 -0.1392
C -0.750333 2.598465 -0.504770 0.28 0.63 0.12 -0.1649
H 0.788809 2.548673 -2.108368 -0.01 -0.23 -0.01 0.1217
H 2.539464 2.594071 -0.104200 0.04 -0.34 0.02 0.1088
H 1.188795 2.789292 2.182499 0.00 -0.31 0.05 0.1330
H -1.415711 2.863084 1.604754 -0.03 -0.23 0.03 0.1327
H -1.657444 2.805471 -1.050389 -0.07 -0.35 -0.01 0.1281
O 2.431983 0.319553 4.335813 0.17 0.15 0.16 0.0920
C 1.474472 -0.316605 5.027459 -0.39 -0.09 -0.09 -0.2574
C 1.746212 -0.622811 6.359347 0.11 0.06 0.07 0.0026
C 0.800889 -1.251829 7.137583 0.00 0.01 -0.13 -0.0352
C -0.430764 -1.635093 6.595167 -0.06 -0.08 0.07 -0.0615
C -0.705997 -1.363547 5.281061 0.08 0.05 -0.09 -0.0155
C 0.228190 -0.684757 4.469774 0.36 0.19 0.18 -0.0981
C -0.118767 -0.365114 3.102320 -0.89 -0.21 -0.21 -0.3915
O 0.714111 0.243264 2.293165 -0.28 0.07 0.81 -0.3134
N -1.337888 -0.692391 2.677496 0.01 -0.23 0.70 0.0979
N -1.537669 -0.363244 1.389492 -0.86 0.10 0.28 -0.1491
C -2.719959 -0.401444 0.873327 0.24 -0.16 0.43 -0.0159
C -2.816486 -0.063607 -0.531053 -0.09 0.04 -0.35 -0.2761
C -4.038294 0.051503 -1.186909 0.12 -0.04 0.14 0.0196
C -4.048190 0.341943 -2.538724 0.11 -0.02 -0.08 -0.0007
C -2.835194 0.515187 -3.194507 -0.13 -0.03 0.04 0.0001
C -1.667207 0.416330 -2.466295 0.19 -0.04 -0.04 -0.1306
N -1.635049 0.129042 -1.163050 -0.75 -0.04 0.12 -0.0449
H 2.108788 0.515268 3.446755 -0.02 -0.08 -0.10 0.0734
H 2.712281 -0.347039 6.760063 -0.01 0.06 0.00 0.1309
H 1.013407 -1.449673 8.179575 0.03 -0.03 0.00 0.1194
H -1.161700 -2.139346 7.211158 0.00 -0.01 -0.01 0.1124
H -1.643206 -1.661998 4.836041 -0.05 0.03 0.05 0.1111
H -3.588858 -0.670677 1.463566 0.04 -0.05 0.05 0.1521
H -4.959229 -0.086144 -0.637298 0.01 -0.04 0.02 0.1353
H -4.981999 0.427814 -3.077049 -0.01 0.01 0.01 0.1322
H -2.800101 0.743252 -4.249833 0.05 -0.01 -0.01 0.1275
H -0.708064 0.590368 -2.933659 -0.03 0.04 0.01 0.0917
N 2.611877 -1.631098 -0.364753 -0.56 -0.04 -0.07 -0.3725
P 1.543386 -1.975548 0.932896 0.99 -1.34 -0.65 0.9660
C 2.725349 -2.197787 2.305969 -0.28 0.33 0.14 -0.3384
C 2.319388 -2.968252 3.398464 0.03 -0.01 -0.07 -0.0905
C 3.209109 -3.249801 4.419939 -0.04 0.01 0.02 -0.0498
C 4.504094 -2.751562 4.371111 0.05 -0.01 -0.01 -0.0464
C 4.900700 -1.952108 3.310858 0.01 0.01 -0.02 -0.0542
C 4.012649 -1.667735 2.284044 -0.02 0.00 -0.07 -0.0892
C 0.991578 -3.710026 0.822247 -0.46 0.35 0.01 -0.3989
C 1.873911 -4.763541 0.604440 0.06 0.13 0.00 -0.0869
C 1.393273 -6.060061 0.534451 0.06 -0.04 -0.07 -0.0538
C 0.037353 -6.311316 0.709163 -0.06 0.04 0.03 -0.0510
C -0.839256 -5.267032 0.965934 -0.08 -0.01 -0.01 -0.0554
C -0.364623 -3.965539 1.010287 0.22 0.01 0.05 -0.1212
P 2.132556 -0.469779 -1.535183 1.51 -0.93 0.07 0.9561
C 3.645301 0.557688 -1.642416 -0.34 0.25 0.03 -0.3599
C 4.306919 0.926955 -0.470268 0.02 -0.13 -0.08 -0.1358
C 5.466861 1.680569 -0.527300 -0.06 0.02 0.05 -0.0542
C 5.950794 2.109215 -1.756831 0.03 0.03 -0.03 -0.0479
C 5.258734 1.808337 -2.919601 -0.03 0.05 -0.04 -0.0494
C 4.110143 1.031431 -2.867747 -0.07 -0.04 0.08 -0.0752
C 2.279279 -1.351764 -3.130917 -0.50 0.35 -0.04 -0.3974
C 3.384948 -2.172003 -3.348498 0.02 0.05 0.11 -0.0922
C 3.523092 -2.848684 -4.547589 0.03 -0.09 -0.01 -0.0463
C 2.576368 -2.690428 -5.552624 -0.07 0.05 0.04 -0.0481
C 1.494292 -1.847552 -5.354124 -0.04 -0.03 -0.10 -0.0557
C 1.341637 -1.186399 -4.144474 0.09 0.04 0.06 -0.1018
H 3.408129 -2.238609 -0.530786 0.14 0.15 0.02 0.0755
H 1.310311 -3.359455 3.442820 0.03 -0.09 0.00 0.1159
H 2.894321 -3.869781 5.248711 -0.01 0.02 0.01 0.1198
H 5.209140 -2.997154 5.153857 -0.02 0.03 0.03 0.1173
H 5.905283 -1.552942 3.271993 0.01 -0.01 0.02 0.1152
H 4.340143 -1.045983 1.462492 0.02 -0.09 -0.02 0.0724
H 2.935792 -4.568502 0.495226 0.02 -0.07 0.01 0.1159
H 2.073906 -6.880577 0.350192 0.01 0.01 0.01 0.1151
H -0.338143 -7.324354 0.655696 0.03 -0.02 0.01 0.1156
H -1.892026 -5.463699 1.121541 0.00 -0.03 -0.01 0.1144
H -1.037421 -3.133638 1.181884 -0.09 -0.06 0.04 0.0829
H 3.904972 0.622365 0.488399 0.09 0.01 0.02 0.0792
H 5.981741 1.949789 0.385391 0.03 -0.03 -0.01 0.1173
H 6.864809 2.685251 -1.805048 -0.02 0.04 0.00 0.1183
H 5.604313 2.182138 -3.873776 0.07 -0.04 0.00 0.1175
H 3.584139 0.787353 -3.781696 0.05 -0.02 -0.04 0.1082
H 4.156100 -2.267082 -2.592234 0.02 -0.05 -0.02 0.1126
H 4.373477 -3.498440 -4.705072 0.03 0.03 0.01 0.1184
H 2.686018 -3.214619 -6.492119 0.03 -0.01 0.00 0.1182
H 0.764569 -1.710457 -6.141020 -0.01 0.01 0.00 0.1161
H 0.489727 -0.536931 -4.001107 -0.02 -0.06 -0.01 0.0772
Br -4.075372 -3.976451 -3.328171 0.15 0.03 0.06 0.7874
C -2.245772 -3.821585 -2.879006 -0.07 -0.03 -0.06 -0.6574
C -1.293398 -4.647318 -3.449550 -0.02 0.01 0.00 -0.0773
C 0.017399 -4.479410 -3.038409 -0.01 0.01 0.00 -0.0219
C 0.317323 -3.482736 -2.125566 -0.07 -0.08 -0.06 -0.1705
N -0.586258 -2.645975 -1.607934 0.03 -0.27 -0.24 0.0779
C -1.851629 -2.854010 -1.969564 -0.08 0.10 -0.02 -0.1974
H -1.563436 -5.395185 -4.182356 -0.04 -0.02 0.03 0.1188
H 0.803867 -5.111065 -3.427625 0.02 0.00 0.01 0.1217
H 1.335133 -3.371379 -1.790884 0.07 0.05 0.00 0.0757
H -2.614805 -2.238201 -1.515747 -0.01 0.06 -0.01 0.0779
```
Forces are in eV/Å.